[1]
ORCA calculation (ωB97M-V/def2-TZVPD) on a molecular structure, C44H43AsN6O2S4V.

As for the electronic energy: -189230.43807 eV. The HOMO-LUMO gap (spin up / spin down) is 0.17745 / 0.19301 Ha. The calculation puts the HOMO energy (spin up / spin down) at -1.08 / -1.51 eV.

```
! RIJCOSX wB97M-V def2-TZVPD def2/J DEFGRID3
* xyz -2 4
V 0.1752 -0.0530 -0.1047
S -1.6591 -1.7086 -0.0399
C -1.0706 -3.1538 -0.8083
C -1.8128 -4.3381 -0.7328
C -1.3827 -5.5264 -1.3064
C -2.1921 -6.7089 -1.1831
N -2.8532 -7.6460 -1.0745
C -0.1614 -5.5488 -1.9962
C 0.5789 -4.3795 -2.0984
C 0.1593 -3.1713 -1.5294
S 1.1491 -1.7527 -1.7192
C 0.3438 -6.7597 -2.5877
N 0.7567 -7.7188 -3.0743
H -2.7558 -4.3204 -0.2016
H 1.5179 -4.3957 -2.6367
S 4.9821 2.0207 5.3124
N 4.2693 0.5974 5.0111
C 3.6055 0.7276 3.8719
C 2.8192 -0.2955 3.2204
C 2.7705 -1.6044 3.6530
C 2.0243 -2.5314 2.9408
C 1.2963 -2.0706 1.8507
N 1.3073 -0.8185 1.4154
C 2.1285 0.0918 2.0335
C 2.3362 1.3401 1.4355
N 1.8925 1.5096 0.0238
C 1.7911 2.9141 -0.3837
C 2.4648 3.8726 0.2542
C 3.2195 3.6214 1.4556
C 3.1011 2.3805 2.0146
C 3.7284 2.0398 3.2951
N 4.4785 2.8512 4.0184
H 3.3283 -1.8838 4.5393
H 1.9699 -3.5721 3.2258
H 0.6465 -2.7395 1.2962
H 1.2383 3.0600 -1.3004
H 2.3937 4.8825 -0.1351
H 3.7925 4.3968 1.9393
C 0.8432 0.2197 6.3829
C -0.2389 0.2618 5.3375
C -0.5543 -0.8814 4.6047
C -1.5006 -0.8486 3.5963
C -2.1714 0.3375 3.3339
C -1.9007 1.4769 4.0655
C -0.9305 1.4336 5.0601
S -3.3932 0.4302 2.0250
C -4.6322 -0.5499 2.9134
O -3.9661 1.8189 2.0795
H 0.8391 -0.7335 6.9147
H 0.7169 1.0197 7.1145
H 1.8319 0.3331 5.9307
H -0.0291 -1.8063 4.8083
H -1.7020 -1.7298 2.9984
H -2.4449 2.3837 3.8358
H -0.7005 2.3334 5.6210
H -4.7213 -0.1960 3.9389
H -4.3454 -1.6005 2.8840
H -5.5670 -0.4052 2.3751
C -2.3276 0.0346 -2.9856
As -0.7922 1.0314 -2.3141
C 0.2075 1.0190 -3.9943
C -1.5848 2.8557 -2.3515
C -2.1725 3.2913 -3.6503
C -3.5193 3.0730 -3.9407
C -4.0654 3.4662 -5.1533
C -3.2751 4.0915 -6.1079
C -1.9331 4.3178 -5.8330
C -1.3923 3.9235 -4.6191
H -2.7059 0.4769 -3.9084
H -3.1009 -0.0004 -2.2192
H -1.9869 -0.9858 -3.1657
H -0.4228 1.3124 -4.8347
H 0.5603 -0.0049 -4.1219
H 1.0754 1.6780 -3.9335
H -0.7968 3.5394 -2.0324
H -2.3336 2.8271 -1.5571
H -4.1429 2.5898 -3.1981
H -5.1147 3.2846 -5.3514
H -3.7005 4.4016 -7.0542
H -1.3027 4.8036 -6.5681
H -0.3436 4.1046 -4.4120
C -0.9206 2.5781 1.1604
O -1.1097 1.2444 0.8429
H -0.1972 2.7220 1.9834
H -1.8710 3.0397 1.4709
H -0.5403 3.1718 0.3125
C 6.0258 0.3112 -1.9580
C 4.6485 0.0638 -2.5863
C 4.4791 -1.4238 -2.9010
C 4.5113 0.8863 -3.8735
C 3.6160 0.5238 -1.6365
C 2.8019 0.9292 -0.8532
H 6.8157 0.0226 -2.6570
H 6.1357 -0.2739 -1.0445
H 6.1471 1.3637 -1.6988
H 5.2302 -1.7299 -3.6358
H 3.4824 -1.6298 -3.2874
H 4.5979 -2.0245 -1.9989
H 5.3194 0.6354 -4.5657
H 4.5539 1.9541 -3.6539
H 3.5570 0.6759 -4.3581
*
```

[2]
ORCA calculation (ωB97M-V/def2-TZVPD) on a molecular structure, C30H46CsFN5O5S2SbSi.

As for the electronic energy: -88896.62658 eV. The HOMO-LUMO gap is 0.22772 Ha. The calculation puts the HOMO energy at -2.64 eV.

```
! RIJCOSX wB97M-V def2-TZVPD def2/J DEFGRID3
* xyz -2 1
Cs 1.0921 1.6546 -1.4614
C -1.0610 4.0111 -2.5058
C -1.8699 2.9571 -3.0520
C -1.1489 2.4006 -4.1147
C 0.0320 3.1311 -4.2954
C 0.1181 4.1117 -3.2909
H -1.3161 4.7603 -1.7876
H -2.7966 2.5337 -2.6722
H -1.5639 1.7371 -4.8640
H 0.7742 3.0147 -5.0511
H 0.8517 4.9301 -3.1571
C 1.6902 -3.0996 4.4322
Si -0.0595 -2.4260 4.8660
C -1.1419 -3.6935 5.7628
C 0.3387 -1.0256 6.0888
C -1.0673 -1.5913 3.5061
C -1.3641 -0.2628 3.5252
C -2.1186 0.2771 2.4754
C -2.5969 -0.5843 1.5082
N -2.2953 -1.8594 1.4322
C -1.5195 -2.3969 2.4170
S -0.9278 -4.0017 2.1972
H 2.4589 -2.7754 5.1551
H 1.9275 -2.6809 3.4278
H 1.5419 -4.1948 4.2782
H -0.5491 -4.3828 6.3597
H -1.8001 -4.1926 5.0222
H -1.7282 -3.0936 6.4972
H 0.7391 -1.4739 7.0637
H -0.5660 -0.4469 6.3795
H 1.0915 -0.3120 5.7112
H -1.0109 0.3801 4.3253
H -2.2580 1.3430 2.3380
H -3.1326 -0.1238 0.6542
N 3.5285 3.9334 1.4911
C 3.3359 4.1228 2.6218
H 3.8941 3.4239 0.6473
C 2.0899 -2.5421 0.4482
C 1.9195 -3.1825 -0.8868
N 1.9199 -3.6443 -1.9348
H 1.2466 -2.6911 1.1341
H 2.3431 -1.4821 0.3103
H 2.9960 -2.9840 0.9234
C -5.7869 2.9539 0.8863
S -5.7477 4.2517 -0.3532
C -3.9652 4.5993 -0.3312
O -6.3156 5.4258 0.3781
H -5.2080 2.0551 0.6250
H -6.8244 2.6555 1.0169
H -5.4447 3.3590 1.8007
H -3.2992 3.7511 -0.4494
H -3.8048 5.0810 0.6443
H -3.8265 5.2727 -1.1980
F 9.1646 4.1320 0.0470
C 8.6228 3.1094 -0.6958
C 7.4967 2.4601 -0.3097
N 6.9670 1.4116 -1.0519
C 5.7829 0.6581 -0.5718
C 4.5030 1.4278 -0.3711
O 4.5377 2.6932 -0.4681
O 3.5985 0.6468 -0.0246
C 7.6653 1.0130 -2.2363
O 7.2912 0.0619 -2.9072
N 8.7766 1.7569 -2.5813
C 9.3561 2.8187 -1.8755
O 10.3514 3.4132 -2.2286
H 6.9993 2.6575 0.6323
H 6.0324 0.2526 0.3851
H 5.6326 -0.1812 -1.2394
H 9.2024 1.5032 -3.4333
C -5.2982 -1.9175 -0.4584
C -4.7485 -1.6803 -1.8410
Sb -2.6532 -1.0959 -1.9896
C -2.3746 -1.5965 -4.1020
C -3.1975 -2.7598 -4.6163
C -1.7932 -2.9768 -1.3567
C -2.6233 -4.1275 -0.8634
H -6.3826 -2.0085 -0.2940
H -4.9872 -1.1805 0.2795
H -4.8642 -2.7801 -0.0058
H -5.2728 -0.8540 -2.3064
H -4.8361 -2.5821 -2.4522
H -1.3423 -1.8976 -4.2179
H -2.5034 -0.6661 -4.7149
H -3.0662 -3.6269 -3.9279
H -2.9510 -3.0829 -5.6420
H -4.2422 -2.5537 -4.5826
H -1.1465 -2.7321 -0.5508
H -1.1587 -3.2966 -2.1677
H -2.9250 -4.1355 0.2155
H -1.9211 -4.9669 -0.8586
H -3.5067 -4.3003 -1.5617
*
```

[3]
ORCA calculation (ωB97M-V/def2-TZVPD) on a molecular structure, CH2Br2ClOP.

As for the electronic energy: -165013.66559 eV. The energy relative to the best compared isomer or geometry (same formula, charge and spin) comes out at 19.67 kcal per mole. The HOMO-LUMO gap is 0.33327 Ha. The calculation puts the HOMO energy at -9.90 eV.

```
! RIJCOSX wB97M-V def2-TZVPD def2/J DEFGRID3
* xyz 0 1
C -0.6152 -0.1649 -0.0920
O 1.1541 -0.6137 -2.6488
P -0.2486 -0.2880 -2.3669
Cl -2.0088 0.6900 0.3821
Br -0.9167 1.4474 -3.4886
Br -1.6006 -1.8601 -3.0121
H 0.1941 0.3742 0.2080
H -0.4838 -1.2829 -0.1141
*
```

[4]
ORCA calculation (ωB97M-V/def2-TZVPD) on a molecular structure, C10H29F2HfNO7.

As for the electronic energy: -33383.66375 eV. The energy relative to the best compared isomer or geometry (same formula, charge and spin) comes out at 229.77 kcal per mole. The HOMO-LUMO gap is 0.09280 Ha. The calculation puts the HOMO energy at -13.69 eV.

```
! RIJCOSX wB97M-V def2-TZVPD def2/J DEFGRID3
* xyz 2 1
Hf 1.6383 1.0411 2.1366
F -0.4944 1.3925 2.6384
F 0.6879 0.6512 0.1357
C -4.0394 -0.4566 0.8466
C -3.0559 0.0038 -0.2725
C -3.8796 0.1090 -1.5613
O -4.5678 -1.0479 -1.9417
C -3.7544 -2.1700 -2.2595
N -2.3750 1.2640 0.0844
H -4.6726 0.3749 1.1574
H -3.4394 -0.6411 1.7437
H -4.6072 -1.3299 0.5404
H -2.2345 -0.6961 -0.4711
H -3.3337 0.4930 -2.4301
H -4.6101 0.8991 -1.3702
H -2.9916 -2.0046 -3.0249
H -4.4307 -2.9151 -2.6706
H -3.2315 -2.4955 -1.3560
H -1.3741 1.1339 -0.0369
H -2.4213 1.2320 1.1028
C 0.3498 -1.5255 -2.6646
C -0.4055 -0.3787 -3.2965
O 0.2967 0.1910 -4.3952
O 1.5454 -1.0409 -2.0731
H 0.5574 -2.3165 -3.3849
H -0.1979 -2.0146 -1.8483
H -0.6751 0.4014 -2.5754
H -1.2951 -0.8048 -3.7726
H -0.3713 0.7081 -4.8550
H 1.2319 -0.4623 -1.3712
C 4.3251 3.0240 -0.0858
C 5.6471 2.3401 0.1596
O 6.1658 1.6760 -0.9826
O 3.2425 2.0585 -0.0768
H 4.2946 3.5856 -1.0185
H 4.2132 3.7497 0.7248
H 5.5958 1.7226 1.0645
H 6.3601 3.1324 0.3997
H 5.8099 0.7813 -0.9363
H 2.9353 2.0445 -0.9946
C 1.2188 -1.2311 4.5791
C 0.1393 -1.5116 3.5674
O 0.4779 -1.1344 2.2145
O 1.7404 0.1030 4.3392
H 2.0555 -1.9270 4.5798
H 0.6318 -1.1455 5.4938
H -0.7338 -0.9251 3.8609
H -0.1774 -2.5539 3.5798
H 0.0291 -1.7427 1.6113
H 2.1799 0.3589 5.1659
*
```